No. 1
The following is a quantum chemistry calculation of 2 unconnected molecules or ions with the total composition C5H7N2 in a non-equilibrium geometry, from OMol25.

Geometry as ORCA input:
```
! wB97M-V def2-TZVPD RIJCOSX def2/J DEFGRID3
* xyz 1 1
N -2.0388 2.5920 0.2513
N -1.1631 1.8841 -0.1780
C -2.0950 -1.6224 -0.3455
C 1.5786 -0.5124 0.2206
C -1.6206 -1.2408 0.6745
C 0.6309 0.2345 -0.6065
C -0.3818 0.9682 -0.0093
H 2.5328 -0.3355 -0.0184
H -1.2486 -0.8979 1.5972
H -2.5217 3.2032 -0.3392
H 1.6037 -0.4434 1.3402
H 1.3651 -1.6041 -0.1722
H -2.5630 -1.8907 -1.2142
H 0.7858 0.0863 -1.7068
*
```

Its HOMO energy is -14.168 eV. Its frontier orbital gap is 7.55 eV.

=====

No. 2
The following is a quantum chemistry calculation of a gas-phase ion, C5H7N2 (charge +1) in a non-equilibrium geometry, from OMol25.

Geometry as ORCA input:
```
! wB97M-V def2-TZVPD RIJCOSX def2/J DEFGRID3
* xyz 1 1
N -1.4939 -0.8448 0.3465
N 0.9438 -0.0428 0.3432
C 0.1631 1.1219 0.7487
C -0.2537 0.2928 -0.3020
C -0.6131 -1.3816 0.9202
C 0.7952 -1.2736 1.1483
C -0.4945 0.5139 -1.7430
H 0.4976 0.5027 -2.0477
H -1.1166 -0.3091 -2.3269
H 1.1140 -1.2018 2.1500
H -0.5625 1.1465 1.6464
H 0.6653 2.0589 0.5523
H 1.4559 -1.9668 0.6478
H -1.1008 1.3838 -2.0838
*
```

Its HOMO energy is -15.708 eV. Its SMILES is C[C@]12CN1CC#[N+]2. Its frontier orbital gap is 8.90 eV.

=====

No. 3
The following is a quantum chemistry calculation of a gas-phase ion, C5H7N2S (charge +1) in a non-equilibrium geometry, from OMol25.

Geometry as ORCA input:
```
! wB97M-V def2-TZVPD RIJCOSX def2/J DEFGRID3
* xyz 1 1
S -2.2395 -0.3413 -0.0581
N 0.1559 -1.7677 -0.0664
N 1.4930 0.1408 -0.1675
C -1.6851 1.2163 -0.3792
C -0.9542 -1.2822 0.5540
C -0.4770 1.7155 0.0117
C 0.7264 1.1299 0.3678
C 1.2480 -1.1320 -0.4550
H 0.2305 -2.7826 -0.0836
H 2.4738 0.3949 -0.2470
H -1.4316 -2.0694 1.1343
H 1.3700 1.8290 0.8975
H -0.4856 2.7873 0.1734
H 2.0315 -1.7058 -0.9251
H -2.4560 1.8673 -0.7567
*
```

Its HOMO energy (spin up / spin down) is -12.480 / -12.479 eV. Its frontier orbital gap (spin up / spin down) is 7.82 / 7.82 eV.

=====

No. 4
The following is a quantum chemistry calculation of a gas-phase ion, C5H7N2S (charge +1) in a non-equilibrium geometry, from OMol25.

Geometry as ORCA input:
```
! wB97M-V def2-TZVPD RIJCOSX def2/J DEFGRID3
* xyz 1 1
S 3.6219 0.2472 -0.3291
N -1.9863 -0.0031 -0.7930
N 2.0021 -0.0254 -0.0312
C 1.2353 -0.9777 0.2648
C -0.2103 -0.5121 0.5784
C -0.4975 0.8887 0.5606
C -1.2504 -1.0262 -0.3318
C -1.5254 1.2011 -0.2153
H -2.7888 -0.1213 -1.4058
H -2.0200 2.1733 -0.4373
H -0.2996 -1.0875 1.6176
H 3.2795 1.5629 -0.3127
H 1.5324 -2.0056 0.6076
H 0.3384 1.6601 0.8741
H -1.4313 -1.9744 -0.6469
*
```

Its HOMO energy is -12.718 eV. Its SMILES is S/N=C/[C@H]1C=C[NH+]=C1. Its frontier orbital gap is 7.52 eV.

=====

No. 5
The following is a quantum chemistry calculation of a gas-phase ion, C5H7N2S (charge +1) in a non-equilibrium geometry, from OMol25.

Geometry as ORCA input:
```
! wB97M-V def2-TZVPD RIJCOSX def2/J DEFGRID3
* xyz 1 3
S -1.0570 2.2573 -0.1161
N -0.5242 -0.6090 -1.6725
N 1.1704 -0.7196 -0.3577
C 0.2661 0.5550 1.5979
C 0.7821 -0.8204 -1.6199
C -1.0636 -0.4432 -0.4243
C 0.0314 -0.5747 0.5545
C -0.1398 1.8411 1.2570
H 1.2947 -0.9757 -2.5009
H 0.6116 0.3838 2.6177
H 0.1556 -1.5138 1.3365
H -0.1255 2.5150 2.0070
H -1.2102 -0.5658 -2.4874
H 2.0404 -0.8584 0.1435
H -2.2321 -0.4718 -0.3354
*
```

The expectation value of S² is 2.05. Its HOMO energy (spin up / spin down) is -11.218 / -12.862 eV. Its frontier orbital gap (spin up / spin down) is 7.93 / 6.76 eV.

=====

No. 6
The following is a quantum chemistry calculation of a molecular structure, C5H7N3 in a non-equilibrium geometry, from OMol25.

Geometry as ORCA input:
```
! wB97M-V def2-TZVPD RIJCOSX def2/J DEFGRID3
* xyz 0 1
N 0.2471 -1.3109 -0.4805
N -0.7556 -0.5411 0.1746
N -2.7207 0.7088 0.3260
C 1.5138 -0.3082 -0.4015
C 1.4494 -1.4470 0.5460
C -1.9677 -0.2374 -0.3188
C 1.4113 2.3054 0.0800
C 1.4114 1.0342 0.0082
H -3.6796 0.6027 0.1348
H 0.9683 -1.0393 1.6362
H 1.2462 3.5940 -0.2808
H -2.3423 -0.7461 -1.2567
H -0.4898 0.3271 0.6529
H 1.9916 -0.3619 -1.3161
H 2.0007 -2.4568 0.8051
*
```

Its HOMO energy is -8.375 eV. Its frontier orbital gap is 8.91 eV.

=====

No. 7
The following is a quantum chemistry calculation of a single C5H7N3 molecule in a non-equilibrium geometry, from OMol25.

Geometry as ORCA input:
```
! wB97M-V def2-TZVPD RIJCOSX def2/J DEFGRID3
* xyz 0 1
N -0.3744 -0.2167 1.6544
N 0.7138 1.4124 0.3095
N -0.6983 -1.3511 -0.4026
C -0.5226 -0.1391 -0.9674
C -0.5531 -1.2011 0.8484
C 0.1454 0.8968 1.3734
C 0.3752 0.4402 -1.9423
C 0.8649 0.4207 -0.6063
H 0.1002 1.3229 -2.3542
H 1.1203 0.0887 -2.8241
H -0.8459 -2.2235 1.4101
H -0.5039 -2.4525 -0.8413
H -1.2834 0.3409 -0.2986
H 0.4626 1.7936 2.0451
H 1.6033 -0.2878 -0.3013
*
```

Its HOMO energy is -8.309 eV. Its SMILES is C1=NC=N[C@@H]2C[C@H]2N1. Its frontier orbital gap is 8.72 eV.

=====

No. 8
The following is a quantum chemistry calculation of a single C5H7N3 molecule in a non-equilibrium geometry, from OMol25.

Geometry as ORCA input:
```
! wB97M-V def2-TZVPD RIJCOSX def2/J DEFGRID3
* xyz 0 1
N -1.7852 -1.4630 0.0726
N 0.5671 -1.4702 -0.0713
N -0.6115 -0.7840 -0.1288
C 1.7331 -0.9257 -0.0767
C -0.7589 0.5281 -0.2377
C -2.0928 0.8210 -0.0550
C 2.2070 0.5025 0.1405
C -2.7253 -0.4614 0.0618
H 1.6750 1.0072 1.0468
H 0.0992 1.2384 -0.3712
H 2.6260 -1.6354 -0.2571
H 2.0573 1.1308 -0.7819
H -2.4686 1.8187 0.0692
H 3.2360 0.3479 0.3279
H -3.7583 -0.6549 0.2610
*
```

Its HOMO energy is -9.043 eV. Its SMILES is C/C=N\n1cccn1. Its frontier orbital gap is 9.77 eV.

=====

No. 9
The following is a quantum chemistry calculation of a molecular structure, C5H7N3 in a non-equilibrium geometry, from OMol25.

Geometry as ORCA input:
```
! wB97M-V def2-TZVPD RIJCOSX def2/J DEFGRID3
* xyz 0 1
N 0.7670 0.8243 2.3814
N 1.3938 -1.2121 -2.7147
N -0.2952 0.3971 0.2724
C -0.3643 0.7761 1.6831
C -1.3697 -0.3751 -0.3518
C 0.4136 -0.8985 -2.1740
C -0.9752 -0.7805 -1.6783
C 1.0978 0.3534 -0.1894
H -2.4107 -0.3158 0.1213
H 1.5580 1.1007 0.6287
H -1.9031 -1.0942 -2.3325
H 1.0772 0.2240 -1.3818
H 1.7353 -0.7552 0.3586
H -1.4744 0.6148 1.9557
H 0.7500 1.1411 3.4212
*
```

Its HOMO energy is -8.638 eV. Its frontier orbital gap is 8.59 eV.

=====

No. 10
The following is a quantum chemistry calculation of a single C5H7N3 molecule in a non-equilibrium geometry, from OMol25.

Geometry as ORCA input:
```
! wB97M-V def2-TZVPD RIJCOSX def2/J DEFGRID3
* xyz 0 1
N 0.0998 0.8392 1.0878
N -0.1630 -2.0271 -3.1528
N -0.9869 0.2590 -0.8504
C -0.8271 -1.4932 -2.3947
C 1.4197 1.7356 1.0199
C -1.7661 -0.8028 -1.3769
C 1.2533 0.3615 1.7186
C -0.5663 -0.1109 0.3315
H -1.9202 -1.4815 -0.3323
H 1.5127 0.0928 2.9086
H 1.7852 -0.3480 0.9250
H 1.8726 1.5772 -0.1054
H 1.7764 2.7660 1.2621
H -2.7200 -0.3741 -1.9490
H -0.7701 -0.9937 0.9080
*
```

Its HOMO energy is -9.363 eV. Its SMILES is N#CC/N=C/N1CC1. Its frontier orbital gap is 10.07 eV.

=====

No. 11
The following is a quantum chemistry calculation of a single C5H7N3 molecule in a non-equilibrium geometry, from OMol25.

Geometry as ORCA input:
```
! wB97M-V def2-TZVPD RIJCOSX def2/J DEFGRID3
* xyz 0 1
N 0.9607 0.3532 -0.6918
N -1.2044 0.0836 -1.5968
N -2.2406 -1.1079 0.2058
C 1.9114 0.5009 0.2424
C -2.2205 -0.5860 -1.0945
C 3.0220 1.2403 -0.0376
C -1.0502 -0.6923 0.7634
C -0.2383 0.0168 -0.4331
H 3.7580 1.6867 0.7583
H -3.0677 -0.7711 -1.7915
H -1.2114 0.3113 1.2832
H -0.3282 -1.4292 1.4057
H -3.1447 -1.5618 0.6758
H 2.0033 0.2369 1.2932
H 3.0507 1.7186 -0.9827
*
```

Its HOMO energy is -8.126 eV. Its SMILES is C=C/N=C1\CNC=N1. Its frontier orbital gap is 8.71 eV.

=====

No. 12
The following is a quantum chemistry calculation of a single C5H7N3 molecule in a non-equilibrium geometry, from OMol25.

Geometry as ORCA input:
```
! wB97M-V def2-TZVPD RIJCOSX def2/J DEFGRID3
* xyz 0 1
N -0.7686 1.1041 -1.2058
N -1.6389 -1.0957 -0.5847
N 0.3678 2.0362 -0.6687
C 1.2025 0.9323 -0.1229
C 0.2843 -0.1559 0.6444
C 0.0935 -1.5478 0.9681
C -0.9304 -1.9673 0.3035
C -0.8168 -0.0187 -0.3311
H 1.9773 1.4184 0.3334
H -0.8939 1.1337 -2.1409
H 0.1553 0.2305 1.7653
H -1.5000 -3.0279 0.3945
H 1.7837 0.3680 -0.8431
H -0.2487 2.7052 0.0212
H 0.9328 -2.1151 1.4668
*
```

Its HOMO energy is -8.163 eV. Its SMILES is C1=C[C@H]2CNNC2=N1. Its frontier orbital gap is 8.87 eV.

=====

No. 13
The following is a quantum chemistry calculation of a molecular structure, C5H7N3O in a non-equilibrium geometry, from OMol25.

Geometry as ORCA input:
```
! wB97M-V def2-TZVPD RIJCOSX def2/J DEFGRID3
* xyz 0 1
O 2.4679 -1.2400 0.4627
N -0.8875 -1.1120 -0.3589
N -1.2200 1.2316 0.1375
N -1.6856 -0.1128 0.0823
C 0.0870 0.8927 -0.1765
C 1.7152 1.1717 0.0662
C 0.2491 -0.5647 -0.3492
C -3.0268 -0.5440 0.2093
C 1.8365 -0.4340 -0.2883
H -3.7307 0.2581 -0.2460
H 2.2247 1.7262 -0.8020
H 2.2364 1.6461 0.9926
H 2.2303 -0.2510 -1.2963
H -3.2835 -0.6411 1.3440
H 3.5196 -0.5681 0.6809
H -2.7326 -1.4587 -0.4581
*
```

Its HOMO energy is -8.704 eV. Its frontier orbital gap is 8.63 eV.

=====

No. 14
The following is a quantum chemistry calculation of a single C5H7N3O molecule in a non-equilibrium geometry, from OMol25.

Geometry as ORCA input:
```
! wB97M-V def2-TZVPD RIJCOSX def2/J DEFGRID3
* xyz 0 1
O 0.7239 -0.7141 -1.7633
N -0.3046 1.7693 1.0801
N 1.2501 0.3086 0.9294
N -0.8595 -0.1627 -0.2356
C 1.8200 1.2041 1.7370
C 0.8548 2.1699 1.8358
C -0.3881 -0.7787 -1.3299
C -1.4184 -1.7672 -2.0336
C -0.0088 0.5584 0.5788
H -1.7307 -0.6120 0.3085
H 2.7367 1.0846 2.1198
H 1.8411 -0.6592 0.6174
H 0.5602 3.0405 2.4520
H -1.0634 -1.9177 -2.9049
H -1.7781 -2.4263 -1.3774
H -2.2354 -1.0974 -2.0142
*
```

Its HOMO energy is -8.800 eV. Its SMILES is CC(=O)Nc1ncc[nH]1. Its frontier orbital gap is 9.33 eV.

=====

No. 15
The following is a quantum chemistry calculation of a single C5H7N3O molecule in a non-equilibrium geometry, from OMol25.

Geometry as ORCA input:
```
! wB97M-V def2-TZVPD RIJCOSX def2/J DEFGRID3
* xyz 0 1
O -1.0791 -0.5405 -3.4309
N -0.2400 0.4642 -0.2577
N -0.4202 -0.6959 -2.2443
N -0.8609 1.3321 0.5710
C 1.2094 -0.5385 1.4631
C 0.6821 -0.6557 0.0585
C 0.6391 0.3394 2.2762
C -0.4019 1.3045 1.7626
C -0.6817 0.3181 -1.4856
H -1.4503 1.0718 -1.8268
H 1.7444 -1.5033 1.8007
H 0.1220 -1.5586 -0.0744
H 0.8957 0.4959 3.3222
H -1.0210 1.9055 2.6350
H 1.4747 -0.5467 -0.6798
H -0.6123 -1.1922 -3.8897
*
```

Its HOMO energy is -7.943 eV. Its SMILES is O/N=C/N1CC=CC=N1. Its frontier orbital gap is 8.35 eV.